[1]
DFT (ωB97M-V/def2-TZVPD) results for a structure of composition C26H25BrN4O4Ti.

Results
**Energy relative to the best compared isomer or geometry (same formula, charge and spin)**: 0.00 kcal per mole
**Orbital gap (spin up / spin down)**: 3.66 / 3.81 eV
**LUMO energy (spin up / spin down)**: 4.7 / 4.7 eV
**Net charge**: -2

Each line ends with the natural charge from an NBO analysis.
Element x y z (Å)
Ti -0.601 -0.447 -0.040  1.4007
C -4.749 -1.685 0.235  -0.6672
C -3.461 -1.110 0.781  0.5195
O -2.625 -0.744 -0.095  -0.7152
C -3.289 -0.988 2.152  -0.4729
C -2.112 -0.491 2.764  0.2785
C -2.128 -0.332 4.266  -0.6523
N -1.045 -0.155 2.088  -0.4083
N -0.043 0.457 2.845  -0.4197
C 0.747 1.099 2.037  0.5052
O 0.611 1.179 0.759  -0.7962
C 1.893 1.831 2.657  0.0126
C 2.619 2.743 1.894  -0.2099
C 3.683 3.439 2.449  -0.2305
C 4.042 3.229 3.773  -0.2471
C 3.324 2.316 4.540  -0.2382
C 2.259 1.624 3.988  -0.1999
H -5.286 -0.913 -0.320  0.2020
H -5.395 -2.081 1.020  0.1872
H -4.490 -2.482 -0.463  0.2268
H -4.084 -1.327 2.802  0.1817
H -3.073 -0.690 4.674  0.1890
H -1.976 0.711 4.546  0.2186
H -1.301 -0.895 4.702  0.2222
H 2.326 2.889 0.863  0.2331
H 4.238 4.145 1.842  0.1944
H 4.877 3.767 4.207  0.1889
H 3.601 2.140 5.574  0.1913
H 1.689 0.910 4.568  0.2326
C 3.107 -2.786 -0.886  -0.6463
C 1.734 -2.309 -0.528  0.1030
N 1.361 -1.036 -0.600  -0.2998
O 2.363 -0.127 -1.034  -0.6150
C 0.725 -3.148 -0.041  -0.0215
C 0.858 -4.618 0.205  -0.6558
N -0.429 -2.489 0.263  -0.1578
O -1.405 -3.163 0.802  -0.6659
H 3.625 -2.051 -1.499  0.2278
H 3.060 -3.734 -1.430  0.1975
H 3.715 -2.962 0.010  0.1949
H 2.056 0.671 -0.574  0.4927
H 1.749 -4.867 0.795  0.1798
H 0.914 -5.208 -0.721  0.1793
H -0.030 -4.930 0.755  0.2537
Br -1.929 2.645 -0.711  0.1012
C -1.323 2.579 -2.515  -0.0367
C -1.399 3.746 -3.226  -0.2996
C -1.067 3.760 -4.594  -0.2306
C -0.718 2.591 -5.209  -0.2134
C -0.649 1.375 -4.484  -0.0702
C -0.344 0.172 -5.157  -0.2650
C -0.279 -0.995 -4.445  -0.1945
C -0.447 -0.987 -3.048  -0.2500
C -0.728 0.148 -2.300  -0.3465
C -0.895 1.341 -3.073  -0.0450
H -1.734 4.652 -2.739  0.2068
H -1.116 4.693 -5.144  0.1876
H -0.492 2.567 -6.271  0.1862
H -0.167 0.201 -6.228  0.1799
H -0.062 -1.933 -4.948  0.1835
H -0.301 -1.933 -2.529  0.2126

---

[2]
DFT (ωB97M-V/def2-TZVPD) results for a cluster of 2 separate species, C57H61F5N5O3 in total at a distorted geometry.

Results
**Orbital gap**: 3.58 eV
**LUMO energy**: -4.6 eV
**Net charge**: +1

Each line ends with the Löwdin charge.
Element x y z (Å)
C -1.343 -3.065 -3.510  -0.0525
C -1.035 -3.657 -2.147  -0.5280
C -2.320 -3.606 -1.311  -0.0456
C -0.658 -5.130 -2.385  -0.0476
C 0.132 -3.005 -1.332  -0.0815
C 0.337 -3.625 -0.096  -0.0420
C 1.441 -3.328 0.679  -0.0638
C 2.379 -2.420 0.212  -0.0495
C 2.233 -1.715 -0.989  -0.0353
C 3.551 -0.941 -1.424  -0.5002
C 3.463 0.368 -2.192  -0.0642
C 4.348 -1.925 -2.285  -0.0370
C 4.384 -0.564 -0.183  -0.0750
C 1.000 -1.950 -1.713  -0.0539
N 0.545 -1.009 -2.692  0.0333
C -0.526 -0.133 -2.515  -0.2280
C -1.509 -0.220 -1.548  -0.0610
C -2.743 0.536 -1.557  -0.2033
C -3.491 0.779 -2.752  -0.0172
C -4.515 1.714 -2.763  0.0141
C -4.876 2.362 -1.555  -0.1717
N -5.632 3.566 -1.610  -0.3287
O -5.954 4.125 -0.534  0.0310
O -5.932 4.046 -2.729  0.0367
C -4.310 1.958 -0.327  -0.0022
C -3.256 1.060 -0.331  -0.0369
N -0.268 0.942 -3.339  0.0536
C -0.851 2.250 -3.274  -0.0726
C -0.708 3.077 -2.110  -0.0485
C 0.274 2.941 -0.876  -0.4977
C -0.343 3.619 0.362  -0.0655
C 1.572 3.654 -1.271  -0.0383
C 0.635 1.555 -0.381  -0.0657
C -1.393 4.296 -2.108  -0.0382
C -2.063 4.763 -3.226  -0.0405
C -2.000 4.042 -4.402  -0.0435
C -1.495 2.737 -4.438  -0.0763
C -1.770 2.047 -5.825  -0.5151
C -3.262 2.231 -6.162  -0.0455
C -1.515 0.558 -5.990  -0.0613
C -0.919 2.796 -6.861  -0.0402
C 0.777 0.599 -4.190  -0.0582
C 1.243 -0.604 -3.815  -0.0678
H -0.472 -3.078 -4.170  0.0904
H -2.122 -3.683 -3.983  0.0954
H -1.741 -2.050 -3.426  0.0647
H -2.209 -4.130 -0.356  0.0718
H -2.596 -2.567 -1.105  0.0715
H -3.148 -4.080 -1.856  0.0951
H -0.513 -5.676 -1.447  0.0783
H -1.441 -5.645 -2.957  0.0916
H 0.273 -5.178 -2.965  0.0959
H -0.357 -4.388 0.259  0.1072
H 1.601 -3.839 1.625  0.0959
H 3.264 -2.295 0.836  0.0760
H 2.795 1.088 -1.715  0.0575
H 4.461 0.836 -2.206  0.0946
H 3.197 0.244 -3.242  0.0594
H 4.595 -2.823 -1.706  0.0926
H 3.755 -2.226 -3.159  0.0798
H 5.282 -1.474 -2.646  0.0968
H 4.856 -1.438 0.280  0.0721
H 5.210 0.114 -0.440  0.0916
H 3.769 -0.038 0.560  0.0885
H -1.263 -0.842 -0.691  0.1115
H -3.267 0.199 -3.651  0.1026
H -5.048 2.007 -3.668  0.1104
H -4.688 2.414 0.587  0.1163
H -2.786 0.758 0.612  0.1106
H -1.385 3.301 0.489  0.0860
H 0.200 3.335 1.275  0.0828
H -0.300 4.711 0.303  0.0771
H 1.984 3.216 -2.190  0.0854
H 1.389 4.722 -1.444  0.0917
H 2.330 3.560 -0.478  0.0901
H 1.074 0.931 -1.155  0.0497
H 1.376 1.643 0.434  0.0903
H -0.229 1.033 0.041  0.0751
H -1.378 4.955 -1.240  0.1052
H -2.595 5.711 -3.185  0.1173
H -2.392 4.499 -5.311  0.1071
H -3.560 3.282 -6.218  0.0805
H -3.496 1.774 -7.133  0.0925
H -3.882 1.737 -5.403  0.0675
H -0.457 0.323 -6.116  0.0652
H -1.941 -0.031 -5.173  0.0690
H -2.005 0.229 -6.921  0.0952
H 0.142 2.744 -6.587  0.0836
H -1.030 2.355 -7.861  0.0948
H -1.204 3.852 -6.927  0.0827
H 1.090 1.261 -4.984  0.1320
H 2.036 -1.207 -4.228  0.1281
C -3.115 -3.705 5.423  0.0296
N -2.462 -2.651 6.180  -0.0094
C -2.992 -2.134 7.353  0.0304
C -2.106 -1.239 7.837  0.0414
N -1.029 -1.208 6.963  0.0811
C 0.148 -0.428 7.202  -0.0778
C 0.034 0.950 7.307  -0.1176
F -1.185 1.524 7.165  0.1234
C 1.160 1.753 7.467  -0.0993
F 1.041 3.095 7.556  0.1373
C 2.419 1.151 7.507  -0.0944
F 3.528 1.919 7.504  0.1410
C 2.541 -0.242 7.501  -0.0995
F 3.766 -0.813 7.545  0.1362
C 1.394 -1.020 7.387  -0.1161
F 1.486 -2.373 7.412  0.1325
C -1.277 -2.030 5.924  -0.0615
C -0.372 -2.320 4.797  -0.2765
C 0.616 -1.310 4.406  -0.0113
C 1.722 -1.726 3.741  0.0212
C 2.943 -0.960 3.599  -0.2129
C 4.164 -1.621 3.301  -0.0342
C 5.369 -0.925 3.298  -0.0651
C 5.393 0.438 3.621  -0.0507
C 4.195 1.103 3.905  -0.0640
C 2.975 0.432 3.833  -0.0303
O -0.437 -3.439 4.245  0.0815
H -2.544 -3.882 4.514  0.0886
H -3.161 -4.631 6.012  0.1202
H -4.144 -3.413 5.176  0.1142
H -3.935 -2.455 7.751  0.1466
H -2.114 -0.640 8.728  0.1509
H 0.403 -0.270 4.638  0.1146
H 1.765 -2.757 3.384  0.1096
H 4.138 -2.699 3.116  0.1254
H 6.296 -1.448 3.054  0.1178
H 6.339 0.981 3.647  0.1158
H 4.205 2.159 4.182  0.1134
H 2.032 0.970 3.953  0.1127

---

[3]
DFT (ωB97M-V/def2-TZVPD) results for a structure of composition C13H16IN3STi at a distorted geometry.

Results
**Orbital gap (spin up / spin down)**: 4.57 / 8.37 eV
**⟨S²⟩**: 2.03
**LUMO energy (spin up / spin down)**: -0.6 / -0.2 eV
**Net charge**: 0
**Spin multiplicity**: 3

Each line ends with the natural charge from an NBO analysis.
Element x y z (Å)
C 0.378 -1.279 -4.694  -0.6176
C 0.353 0.230 -4.945  -0.6126
H 1.404 -1.673 -4.640  0.2062
H -0.190 -1.858 -5.435  0.1998
H -0.100 -1.508 -3.720  0.2081
H 0.702 0.801 -4.088  0.2023
H 0.985 0.515 -5.790  0.2021
H -0.659 0.587 -5.158  0.1993
Ti -0.191 -0.427 -0.678  1.2912
C -0.724 1.134 -1.846  -1.2282
H 0.098 1.877 -1.711  0.2182
H -1.652 1.597 -1.452  0.2292
H -0.822 0.931 -2.923  0.2395
I 0.897 -2.490 -1.615  -0.3743
N -0.486 -0.259 3.325  -0.5362
C 0.756 0.385 3.428  0.1713
C 1.449 0.915 4.513  -0.2550
C 2.651 1.597 4.226  -0.2107
C 3.096 1.757 2.888  -0.2126
C 2.366 1.229 1.807  -0.2118
C 1.208 0.543 2.125  0.1003
N 0.257 0.002 1.251  -0.6120
C -0.754 -0.497 2.017  0.3704
C -1.938 -1.016 1.422  0.0068
C -3.152 -1.380 1.938  -0.3947
S -4.272 -1.832 0.703  0.4986
C -3.068 -1.549 -0.497  -0.2556
N -1.891 -1.121 0.033  -0.6152
H -1.091 -0.539 4.094  0.4204
H 1.037 0.795 5.528  0.2211
H 3.241 2.030 5.038  0.2228
H 4.007 2.311 2.667  0.2215
H 2.628 1.312 0.751  0.2287
H -3.335 -1.410 3.003  0.2377
H -3.186 -1.710 -1.566  0.2410

---

Q: Number 1 is which compound?
A: C26H25BrN4O4Ti

---

Q: What is the net charge in the second record?
A: +1

---

Q: Look up the net charge of the first one.
A: -2

---

Q: Number 1 is which compound?
A: C26H25BrN4O4Ti